The following is a quantum chemistry calculation of the ion C5H10NO with charge +1 at a distorted geometry, from the Open Molecules 2025 dataset.

The HOMO energy comes out at -15.0 eV. Its total charge is +1. The value obtained for the LUMO energy is -4.1762 eV. The SMILES is C#[N+]C(C)(C)CO.

```
17
C5H10NO (ωB97M-V/def2-TZVPD)
C 2.54982 -1.39482 -0.02351
N 1.58853 -0.75926 0.11897
C -0.00070 -0.11992 -0.03228
C -0.75390 -1.15490 0.80452
C -0.25047 0.07607 -1.48290
C 0.15969 1.15860 0.74410
O 0.83414 2.08002 -0.08070
H 3.47846 -1.76361 -0.01825
H -0.86628 -0.91346 1.82736
H -0.38784 -2.19806 0.42386
H -1.82539 -1.17676 0.41143
H -0.32765 1.16146 -1.57726
H -0.99433 -0.68574 -1.94289
H 0.54081 -0.37057 -2.08305
H 0.47772 1.01793 1.75885
H -0.86973 1.44589 0.89893
H 0.71765 2.95562 0.20494
```


The following is a quantum chemistry calculation of a cluster of 2 separate species, C5H10NO in total at a distorted geometry, from the Open Molecules 2025 dataset.

The HOMO energy comes out at -14.2 eV. Its total charge is +1. The value obtained for the LUMO energy is -4.9388 eV.

```
17
C5H10NO (ωB97M-V/def2-TZVPD)
C 2.35603 -0.46380 -0.08683
C 2.31619 0.82694 0.29727
C 1.21904 -2.47594 -0.60114
N 1.17542 -1.22379 -0.27708
H 3.30415 -1.03548 -0.28224
H 1.40178 1.36744 0.51599
H 3.26331 1.34523 0.38682
H 0.30588 -3.03445 -0.71857
H 2.18470 -2.95275 -0.70725
H 0.25256 -0.74494 -0.16679
O -1.32035 -0.15711 -0.11716
C -2.30622 0.55477 -0.27985
C -2.71414 1.69436 0.63752
H -2.97430 0.40356 -1.13170
H -1.99448 1.81563 1.48314
H -3.70372 1.47226 1.02577
H -2.76585 2.60807 0.02210
```


The following is a quantum chemistry calculation of the ion C5H10NO with charge +1 at a distorted geometry, from the Open Molecules 2025 dataset.

The HOMO energy (alpha / beta) comes out at -10.7 / -16.0 eV. Its total charge is +1. The value obtained for the LUMO energy (alpha / beta) is -2.8188 / -7.4128 eV. The spin multiplicity is 3.

```
17
C5H10NO (ωB97M-V/def2-TZVPD)
C -0.00492 -0.51393 1.03399
C 0.94662 -0.15856 0.17165
C 0.10348 0.92376 -0.46046
C 2.20447 -0.72872 -0.26282
C -2.12220 -0.51223 -0.27615
N -1.05772 0.29127 0.44482
O 0.25681 2.19412 -0.02543
H -0.15263 -1.11369 2.03154
H -0.18713 1.04768 -1.72654
H 2.36571 -1.69688 0.17436
H 3.16955 -0.11522 0.13034
H 2.13347 -0.74537 -1.26278
H -2.59611 -1.34474 0.27214
H -2.93569 0.12701 -0.69990
H -1.67883 -0.99064 -1.16006
H -1.42041 1.01525 1.04451
H 0.97552 2.32088 0.57079
```


The following is a quantum chemistry calculation of a structure of composition C5H10NO2 at a distorted geometry, from the Open Molecules 2025 dataset.

The HOMO energy comes out at -3.1 eV. Its total charge is -1. The value obtained for the LUMO energy is 3.6904 eV.

```
18
C5H10NO2 (ωB97M-V/def2-TZVPD)
C 1.52302 0.27455 0.49389
C 1.22306 1.75845 0.17123
C -2.53557 -0.66115 -0.35579
C -0.25379 -0.57554 0.80378
C -0.99541 -0.52264 -0.47951
N 2.43536 -0.50499 0.00731
O 2.57723 -1.71800 0.27226
O 3.43399 0.16897 -0.62202
H 1.56733 2.50162 0.90703
H 1.61937 2.08639 -0.80820
H 0.10342 1.78579 -0.02196
H -2.95326 0.15198 0.29918
H -2.59462 -1.52748 0.29753
H -2.91973 -0.86663 -1.45249
H -0.05474 -1.57293 1.14274
H -0.87267 0.10406 1.53939
H -0.59685 -1.36637 -1.14267
H -0.70615 0.48392 -1.05170
```


The following is a quantum chemistry calculation of the ion C5H10NO2 with charge -1 at a distorted geometry, from the Open Molecules 2025 dataset.

The HOMO energy comes out at -2.9 eV. Its total charge is -1. The value obtained for the LUMO energy is 3.9525 eV. The SMILES is CC(C)[C@@H](O)/C=N/[O-].

```
18
C5H10NO2 (ωB97M-V/def2-TZVPD)
C -0.04475 0.45978 1.40731
C -0.34239 0.41885 -0.06807
C -0.72634 -1.03778 -0.54155
C 0.93974 0.76885 -0.89260
O 1.40153 2.10660 -0.34277
C 2.19746 -0.15571 -0.82387
N 2.80264 -0.21864 0.34816
O 3.85125 -1.08206 0.41944
H 0.83318 -0.07612 1.75420
H -0.84544 0.14593 2.08645
H 0.20073 1.44610 1.66846
H -1.07688 1.17764 -0.40563
H 0.10254 -1.66242 -0.31659
H -1.64740 -1.44317 0.17255
H -1.08352 -1.20272 -1.58939
H 0.79336 1.07602 -1.85945
H 2.06738 1.76772 0.20773
H 2.60668 -0.86627 -1.59736
```


The following is a quantum chemistry calculation of the ion C5H10NO2 with charge -1 at a distorted geometry, from the Open Molecules 2025 dataset.

The HOMO energy comes out at -2.7 eV. Its total charge is -1. The value obtained for the LUMO energy is 3.7137 eV. The SMILES is CCC(=O)NCC[O-].

```
18
C5H10NO2 (ωB97M-V/def2-TZVPD)
C -2.61539 -0.38452 -0.58796
C -1.16799 -0.88499 -0.83056
C -0.46421 -1.12457 0.49375
O -1.00852 -1.79966 1.36553
N 0.70343 -0.50264 0.72452
C 1.40248 0.43245 -0.17623
C 2.32491 1.41009 0.64796
O 2.36081 2.61931 0.05802
H -3.26128 -0.70251 -1.40091
H -2.54139 0.70400 -0.53197
H -2.98906 -0.73678 0.36925
H -0.58411 -0.14568 -1.36951
H -1.26869 -1.80998 -1.39653
H 1.10152 -0.52491 1.65610
H 1.98916 -0.08501 -0.92623
H 0.69805 1.15335 -0.58207
H 3.33810 0.96308 0.75150
H 1.98218 1.41897 1.73535
```